The following is a DFT calculation (ωB97M-V/def2-TZVPD) of C4H6BrNO2 in the gas phase.

Computed properties:
Energy relative to the best compared isomer or geometry (same formula, charge and spin), eV: 4.250
SMILES: O=[N+]([O-])C1(Br)CCC1
Orbital gap, hartree: 0.3813
HOMO, eV: -10.77

```
! RIJCOSX wB97M-V def2-TZVPD def2/J DEFGRID3
* xyz 0 1
C -1.290 -0.608 -0.466
C -0.641 -0.254 0.938
C 0.047 -0.317 -1.137
C 0.682 -0.010 0.234
N 1.140 1.368 0.267
O 1.188 2.066 -0.740
O 1.500 1.730 1.342
Br 2.074 -1.215 0.893
H -1.649 -1.569 -0.489
H -2.172 0.099 -0.660
H -1.053 0.582 1.499
H -0.581 -1.005 1.696
H 0.541 -1.315 -1.409
H 0.215 0.447 -1.969
*
```